Record 1
ORCA calculation (wB97M-V/def2-TZVPD) on C29H31Cl4N4O4STi as an isolated structure at a distorted geometry.

CARTESIAN COORDINATES (ANGSTROEM)
Ti 0.37755 0.08142 -0.30612
C 1.90065 -1.09894 3.45778
C 1.62403 0.38666 3.46790
C 2.40605 1.18061 4.30613
C 2.24391 2.55040 4.35950
C 1.30115 3.15194 3.53709
C 0.52058 2.40184 2.66815
C -0.47604 3.07209 1.76816
C 0.66382 1.00751 2.64865
N -0.12184 0.24145 1.71939
C -0.86505 -0.76908 2.17747
C -1.32630 -0.87833 3.60456
C -1.27144 -1.73359 1.23290
C -2.03774 -2.94088 1.68074
N -0.83813 -1.55284 -0.02369
C -1.38101 -2.35786 -1.08588
C -2.74854 -2.33640 -1.39696
C -3.79508 -1.60087 -0.58752
C -3.18233 -3.04572 -2.51728
C -2.30684 -3.78324 -3.29190
C -0.97157 -3.85186 -2.92690
C -0.49104 -3.15365 -1.83005
C 0.95547 -3.30453 -1.42829
H 2.96995 -1.27012 3.58900
H 1.60452 -1.56491 2.52312
H 1.38144 -1.60308 4.27673
H 3.16503 0.69797 4.91512
H 2.85026 3.15288 5.02614
H 1.16505 4.22821 3.56272
H -0.60323 4.11912 2.04773
H -1.44066 2.57283 1.81547
H -0.14349 3.03705 0.72960
H -0.95248 -0.04687 4.19728
H -0.99761 -1.81106 4.06692
H -2.41938 -0.85949 3.63390
H -1.47082 -3.47258 2.45017
H -2.21099 -3.62109 0.84961
H -3.00404 -2.66650 2.11228
H -3.36597 -0.87723 0.10005
H -4.40159 -2.31812 -0.02160
H -4.45972 -1.04999 -1.25505
H -4.23624 -3.00132 -2.77831
H -2.66380 -4.31878 -4.16407
H -0.27800 -4.45154 -3.50781
H 1.36656 -4.21640 -1.86230
H 1.06648 -3.34834 -0.34568
H 1.56165 -2.46795 -1.77586
C -2.96080 5.88973 -2.22812
C -3.13089 4.78878 -1.21751
C -3.81351 4.99045 -0.02481
C -3.87685 3.90874 0.83075
N -3.31712 2.73204 0.56552
C -2.66196 2.62054 -0.60851
S -1.95096 1.07896 -1.02971
N -2.57715 3.61690 -1.51412
H -3.72691 6.65814 -2.11623
H -2.99444 5.47103 -3.23423
H -1.98000 6.35353 -2.09810
H -4.26496 5.94236 0.22428
H -4.40175 3.97938 1.78091
Cl 4.80703 -0.67883 1.39479
C 3.84317 0.60677 0.86360
Cl 4.45519 2.18210 0.95154
Cl 3.63792 0.05974 -1.89871
C 2.54670 0.36813 0.28803
O 1.72185 1.36049 0.02922
O 1.96324 -0.80385 0.33712
Cl 0.35935 -0.86936 -5.06582
C -0.24535 0.59696 -4.22772
C 0.38224 0.81867 -2.87478
O 0.69206 1.92436 -2.52022
O 0.47689 -0.27497 -2.10114
H -1.31199 0.46331 -4.05953
H -0.05630 1.45820 -4.85228

Results
Kohn-Sham gap (alpha / beta): 6.67 / 6.64 eV
net charge: -1
2S+1: 3
ΔE to the lowest compared entry with this formula, charge and spin: 181.3 kJ/mol
E_tot: -4732.3077 Eh

---

Record 2
ORCA calculation (wB97M-V/def2-TZVPD) on C26H24Cl2F6GeMoNO9S2 as an isolated structure at a distorted geometry.

CARTESIAN COORDINATES (ANGSTROEM)
Mo -0.99417 0.71547 -1.56783
C 2.58639 -2.93245 -1.30868
C 2.00431 -1.93181 -2.28806
C 2.41774 -2.24726 -3.72025
O 2.45988 -0.65045 -1.89633
C 0.46725 -2.05649 -2.18683
O -0.08379 -3.10479 -2.38447
O -0.20706 -0.95999 -1.81292
H 3.67828 -2.93351 -1.39367
H 2.19616 -3.92718 -1.53345
H 2.31345 -2.66519 -0.28528
H 3.50689 -2.19355 -3.79536
H 1.97146 -1.53060 -4.40795
H 2.07776 -3.24767 -3.99698
H 2.13851 0.00000 -2.53858
F 2.13989 3.55072 -4.99606
C 1.52129 2.36921 -4.85197
F 2.42630 1.50073 -4.39202
F 1.10106 1.99330 -6.04976
S 0.06274 2.63393 -3.68163
O 0.51802 1.84102 -2.43811
O 0.10937 4.04659 -3.43796
N -1.22794 2.11830 -4.34517
S -1.29101 0.38137 -4.62527
O -2.12286 -0.04912 -3.42670
O 0.12482 -0.02482 -4.47254
C -1.71702 -1.43917 -5.89713
F -3.02923 -1.47547 -6.12541
F -1.32525 -2.61284 -5.42306
F -1.09068 -1.20375 -7.04900
C -0.54306 0.92818 0.21668
Ge -0.24787 0.59173 2.09648
C 0.18952 2.23735 3.07000
C -0.45092 2.51823 4.27979
C -0.11210 3.64903 5.02011
C 0.87363 4.51323 4.55880
C 1.51721 4.24746 3.35524
C 1.17611 3.12013 2.61722
C -1.96950 0.04138 2.83850
C -2.18003 -0.99420 3.75315
C -3.46431 -1.31995 4.17537
C -4.55910 -0.60864 3.69269
C -4.36382 0.43367 2.79411
C -3.07803 0.75506 2.37163
C 1.31474 -0.54890 2.30910
C 2.46808 -0.12136 1.64212
C 3.67475 -0.78839 1.81581
C 3.74017 -1.90288 2.64453
C 2.59595 -2.35332 3.29127
C 1.39039 -1.67840 3.12664
H -1.22410 1.85066 4.64727
H -0.62011 3.85378 5.95647
H 1.13545 5.39569 5.13195
H 2.28556 4.92138 2.99056
H 1.67944 2.93405 1.67236
H -1.33670 -1.56183 4.13711
H -3.61238 -2.13310 4.87694
H -5.56136 -0.87104 4.01510
H -5.20954 0.99772 2.41830
H -2.93920 1.56287 1.65689
H 2.42173 0.72145 0.95753
H 4.55879 -0.44525 1.29003
H 4.67843 -2.43033 2.77526
H 2.63977 -3.23153 3.92714
H 0.50503 -2.04644 3.63580
O -2.08755 2.07976 -1.58940
O -2.97173 2.97391 -1.60382
Cl -1.60654 -2.68347 0.83093
C -3.09239 -2.35219 -0.05483
Cl -3.27357 -0.73212 -0.81018
H -3.90108 -2.42052 0.65420
H -3.17238 -3.06746 -0.85642

Results
Kohn-Sham gap (alpha / beta): 7.35 / 7.67 eV
net charge: -1
2S+1: 3
ΔE to the lowest compared entry with this formula, charge and spin: 357.4 kJ/mol
E_tot: -6197.9905 Eh

---

Record 3
ORCA calculation (wB97M-V/def2-TZVPD) on an isolated ion of composition CH4N5 and charge +1 at a distorted geometry.

CARTESIAN COORDINATES (ANGSTROEM)
C -0.39656 0.46579 -0.36219
N -1.46748 3.73415 -1.04515
N -1.16029 1.31382 -1.01440
N -1.27241 2.68647 -0.76543
N -0.69951 -0.79139 -0.71882
N 0.46888 0.97666 0.51430
H -1.59798 -1.01844 -1.14526
H 0.01265 -1.52419 -0.72134
H 0.76334 1.95423 0.34155
H 0.74039 0.47042 1.30946

Results
Kohn-Sham gap: 10.43 eV
net charge: +1
ΔE to the lowest compared entry with this formula, charge and spin: 26.5 kJ/mol
E_tot: -313.9651 Eh

---

Record 4
ORCA calculation (wB97M-V/def2-TZVPD) on a 8-piece molecular cluster, C9H24Cl14NO2P2S overall at a distorted geometry.

CARTESIAN COORDINATES (ANGSTROEM)
N 2.56845 1.19608 -4.39693
C 1.23530 0.48286 -4.44254
C 1.14171 -1.07460 -4.94507
O -0.01606 -1.61161 -4.15813
P -0.41398 -0.68645 -2.72617
P -1.81613 0.71114 -3.64984
S -2.88676 -0.08553 -5.07126
O 0.77174 0.59145 -3.05074
H 2.31814 2.22653 -4.46769
H 2.90814 1.10001 -3.39551
H 0.67342 1.05562 -5.29446
H 2.14983 -1.66521 -4.88211
H 0.72193 -1.12433 -6.05732
H 0.52203 -1.59629 -2.05692
H -1.46216 -1.59199 -2.26624
H -0.49979 -0.06640 -1.40021
H -2.67472 1.20939 -2.56964
H -1.15717 1.90382 -4.19915
C -1.12349 4.24121 -1.39067
Cl -0.29816 2.79661 -1.98821
Cl -0.10732 5.67607 -1.57391
H -2.04635 4.38406 -1.95807
H -1.35849 4.10451 -0.33233
C 0.58301 -3.02641 0.95856
Cl -1.08318 -2.43951 0.89184
Cl 1.30940 -3.06357 -0.65265
H 1.16909 -2.36158 1.59773
H 0.58787 -4.03689 1.37437
C 2.46772 4.92296 1.14977
Cl 3.43302 6.14049 1.99292
Cl 3.46235 3.54218 0.67108
H 1.67335 4.57559 1.81485
H 2.02976 5.37295 0.25551
C -3.40433 -0.01354 2.52090
Cl -3.39533 0.58692 4.18356
Cl -3.17668 1.30597 1.36674
H -2.59390 -0.73633 2.39925
H -4.36355 -0.49793 2.32278
C 2.75116 -4.29059 4.07364
Cl 1.68582 -5.44809 3.26722
Cl 2.27149 -2.62743 3.71469
H 2.69848 -4.45087 5.15325
H 3.77529 -4.44820 3.72677
C -6.69059 -1.11726 5.53180
Cl -6.07506 -1.70767 3.98338
Cl -6.94198 -2.44955 6.66618
H -5.96752 -0.41809 5.95885
H -7.64263 -0.60751 5.36513
C 4.55241 -0.91001 1.10431
Cl 2.85991 -0.44182 1.30759
Cl 4.96485 -2.27486 2.14934
H 4.71988 -1.19593 0.06305
H 5.18982 -0.06032 1.36070

Results
Kohn-Sham gap: 5.74 eV
net charge: -1
E_tot: -8086.0423 Eh